Entry 1:
# C4H6O2

The molecule C4H6O2 at a distorted geometry (ωB97M-V/def2-TZVPD, the OMol25 dataset).

Results
Strongest force on any atom = 1.506 eV/A
Electronic energy = -8338.9893 eV
SMILES string = CC(C=O)C=O
Kohn-Sham gap = 10.49 eV

```
! wB97M-V def2-TZVPD RIJCOSX def2/J DEFGRID3
* xyz 0 1
C 0.24385 -0.87009 -0.93172
C 0.05573 0.49454 -0.26795
C -1.31798 0.42572 0.36207
O -2.23971 1.15905 0.13131
C 1.02490 0.52599 0.89595
O 1.55896 -0.48432 1.28936
H 0.04470 -0.82452 -2.01039
H 1.19826 -1.22716 -0.49598
H -0.46264 -1.59871 -0.52237
H 0.12824 1.38477 -0.90907
H -1.39998 -0.46208 1.02889
H 1.16566 1.47680 1.42988
*
```

***

Entry 2:
# C4H6O2

A cluster of 3 separate species, C4H6O2 in total at a distorted geometry (ωB97M-V/def2-TZVPD, the OMol25 dataset).

Results
Strongest force on any atom = 1.719 eV/A
Electronic energy = -8338.0117 eV
Kohn-Sham gap = 10.76 eV

```
! wB97M-V def2-TZVPD RIJCOSX def2/J DEFGRID3
* xyz 0 1
O 0.50174 2.60743 1.26184
C 1.03743 1.77005 0.71092
C -1.62655 0.36658 -0.12310
C -1.49987 -0.92864 0.14846
O 1.21232 -1.19727 -1.31792
C 1.93761 -0.67083 -0.51036
H -1.22310 0.78702 -1.03831
H -2.10538 1.05730 0.56121
H -1.87583 -1.35829 1.06997
H -0.96422 -1.58555 -0.52439
H 2.76160 0.00001 -0.81489
H 1.84425 -0.84782 0.57655
*
```

***

Entry 3:
# C4H6O2

A structure of composition C4H6O2 at a distorted geometry (ωB97M-V/def2-TZVPD, the OMol25 dataset).

Results
Strongest force on any atom = 2.686 eV/A
Electronic energy = -8336.2409 eV
Kohn-Sham gap = 8.55 eV

```
! wB97M-V def2-TZVPD RIJCOSX def2/J DEFGRID3
* xyz 0 1
O 0.36292 -1.42554 -1.11684
C 0.12464 -0.65869 0.00815
C -1.29483 -0.00017 0.50914
C -0.54667 1.04067 -0.10595
O 0.58415 1.45997 0.58798
C 1.30636 0.27785 0.26375
H -0.11233 -2.26156 -1.08978
H -2.20627 -0.25639 -0.05160
H -1.41168 -0.04692 1.58649
H -0.78570 1.53767 -1.04138
H 2.04944 0.03067 1.02853
H 1.82475 0.42793 -0.70132
*
```

***

Entry 4:
# C4H6O2

The molecule C4H6O2 (ωB97M-V/def2-TZVPD, the OMol25 dataset).

Results
Strongest force on any atom = 0.631 eV/A
Electronic energy = -8337.2010 eV
SMILES string = C1OCC12CO2
Kohn-Sham gap = 10.90 eV

```
! wB97M-V def2-TZVPD RIJCOSX def2/J DEFGRID3
* xyz 0 1
C 1.21037 0.18884 0.02330
O 1.13091 0.68666 -1.31843
C -0.29393 0.52958 -1.38027
C -0.28177 -0.00991 0.11573
C -0.85076 -0.85364 1.19129
O -1.02856 0.55798 1.16794
H 1.76666 -0.75477 0.04530
H 1.60023 0.87843 0.78316
H -0.77085 1.51721 -1.48237
H -0.59373 -0.07501 -2.25322
H -1.73254 -1.48791 1.12437
H -0.15603 -1.17746 1.98322
*
```

***

Entry 5:
# C4H6O2

The molecule C4H6O2 at a distorted geometry (ωB97M-V/def2-TZVPD, the OMol25 dataset).

Results
Strongest force on any atom = 2.648 eV/A
Electronic energy = -8337.5948 eV
SMILES string = CC(C=O)C=O
Kohn-Sham gap = 10.29 eV

```
! wB97M-V def2-TZVPD RIJCOSX def2/J DEFGRID3
* xyz 0 1
C 1.51006 -0.10375 0.11146
C 0.03223 0.21594 -0.13307
C -1.05045 0.86714 0.61001
O -2.14514 0.63093 0.11675
C -0.82525 -0.98634 -0.60824
O -0.95327 -1.51928 -1.67341
H 1.99741 0.61815 0.77150
H 1.70314 -1.11136 0.51163
H 2.00473 -0.07485 -0.86713
H -0.12715 1.30660 -0.61088
H -0.88826 1.55785 1.43729
H -1.25805 -1.40105 0.33410
*
```

***

Entry 6:
# C4H6O2

The molecule C4H6O2 at a distorted geometry (ωB97M-V/def2-TZVPD, the OMol25 dataset).

Results
Strongest force on any atom = 3.154 eV/A
Electronic energy = -8336.4183 eV
SMILES string = C[C@@]1(C=O)CO1
Kohn-Sham gap = 9.99 eV

```
! wB97M-V def2-TZVPD RIJCOSX def2/J DEFGRID3
* xyz 0 1
C -0.87848 -0.97398 -0.28265
C 0.06007 0.08017 0.18112
C 1.55927 -0.23619 0.09951
O 1.98718 -1.31462 -0.24519
C -0.38172 1.61308 0.19375
O -0.12660 0.81119 1.33848
H -0.75275 -1.83273 0.37297
H -1.90038 -0.60438 -0.22046
H -0.67725 -1.30293 -1.31108
H 2.23362 0.55509 0.49454
H 0.32584 1.49739 -0.60116
H -1.44878 1.70791 -0.01982
*
```